Entry 1:
Density functional theory data (ωB97M-V/def2-TZVPD) for a 5-piece molecular cluster, CH11NO6 overall in a non-equilibrium geometry.

As for the LUMO energy: 0.19 eV. As for the gap between HOMO and LUMO: 9.763 eV. Its molar mass is 133.1 g mol⁻¹. The relative energy (zero: lowest compared OMol25 entry of this formula, charge and spin) is 136.6 kJ/mol. The calculated total energy comes out at -14990.60886 eV. The largest force on an atom is 5.477 eV Å⁻¹. Its SMILES is NC(=O)O.O.O.O.O. Its multiplicity is 1.

Positions of all 19 atoms, in Å:
N  -0.059605  1.251224  2.489037
C  0.138484  -0.087552  2.426849
O  0.015677  -0.699275  1.264864
O  0.500133  -0.728954  3.401617
H  -0.096905  1.494894  3.467103
H  -0.007862  1.733917  1.691159
H  0.018350  0.090884  0.587840
H  1.810413  3.770554  -2.494800
H  2.280814  2.389280  -2.810436
O  2.044755  3.042018  -1.988920
H  -1.391529  -0.696457  -3.330224
H  -0.634742  -1.711924  -2.755324
O  -0.506823  -0.901342  -3.227123
H  0.589327  1.419560  -1.408307
H  -0.390927  0.174153  -1.805055
O  -0.101545  0.737369  -1.028895
H  -1.578843  -2.666291  -0.148229
H  -1.592225  -3.652921  -1.397649
O  -1.879638  -2.772178  -1.119099

Forces on the atoms, in the same order (eV/Å):
-0.52 -3.05 3.37
1.49 -1.83 1.93
-0.11 2.51 -2.30
-0.77 0.36 -0.02
0.23 1.13 -0.55
-0.10 3.00 -2.88
-0.33 -2.42 0.22
-0.91 2.66 -1.15
-0.61 2.02 3.19
1.45 -4.86 -2.06
-3.05 1.20 -0.90
0.45 -1.24 0.85
2.27 -0.05 0.08
-2.00 -1.89 1.04
0.74 0.60 0.85
1.60 1.78 -1.57
-0.58 -0.29 -2.33
-0.08 0.14 0.35
0.82 0.23 1.87

Entry 2:
Density functional theory data (ωB97M-V/def2-TZVPD) for CH12F3O9PtS as an isolated structure in a non-equilibrium geometry.

As for the LUMO energy (alpha / beta): -4.18 / -4.63 eV. As for the gap between HOMO and LUMO (alpha / beta): 7.618 / 7.142 eV. Its molar mass is 452.2 g mol⁻¹. The relative energy (zero: lowest compared OMol25 entry of this formula, charge and spin) is 113.0 kJ/mol. Its charge is +1. The calculated total energy comes out at -41883.57553 eV. The largest force on an atom is 4.697 eV Å⁻¹. Its multiplicity is 3.

Positions of all 27 atoms, in Å:
Pt  -0.352798  -0.711609  0.065033
C  1.385462  3.601181  -0.510647
F  0.350942  4.102381  0.056233
F  1.142672  3.275321  -1.798817
F  2.280062  4.577561  -0.482577
S  2.027392  2.011231  0.463383
O  3.444492  2.006161  0.145723
O  1.718322  2.169491  1.905483
O  1.280892  0.855061  -0.009207
O  -1.503608  -2.472329  -0.957497
H  -1.170618  -3.178089  -1.511807
H  -2.438898  -2.656429  -0.870527
O  1.239842  -1.914529  -1.002887
H  1.967942  -1.707379  -1.588707
H  1.259232  -2.868269  -0.923907
O  -0.872268  -0.102019  -2.079097
H  -0.931868  0.658411  -2.657377
H  -1.305138  -0.805679  -2.562537
O  -1.862598  -1.638789  1.517233
H  -2.192328  -2.536369  1.474123
H  -2.435788  -1.202559  2.147613
O  -1.675888  0.980921  0.694883
H  -2.093928  1.085411  1.549603
H  -2.207298  1.511541  0.101343
O  0.851782  -1.460689  1.982623
H  1.706692  -1.882899  2.066813
H  0.387292  -1.697039  2.785503

Forces on the atoms, in the same order (eV/Å):
2.95 2.33 -0.60
2.10 -1.30 0.17
-2.64 0.15 0.68
-0.22 0.00 0.33
0.81 -0.42 -0.28
1.86 1.96 3.84
-1.47 -0.21 -0.43
0.08 0.60 -2.38
-1.31 -1.70 -2.16
-0.58 -0.73 -0.34
0.31 -0.30 -0.25
-0.49 0.02 0.05
-0.15 -0.74 0.04
0.33 0.74 -0.16
0.05 -0.34 0.21
-0.24 -0.08 -0.23
0.31 0.68 0.07
-0.15 -0.36 -0.01
-0.99 -0.66 0.89
0.02 -0.46 0.06
-0.24 0.24 0.28
-0.34 0.15 0.25
0.13 0.15 0.46
-0.03 0.19 -0.49
-0.34 -0.08 -0.02
0.53 0.12 -0.26
-0.29 0.05 0.25

Entry 3:
Density functional theory data (ωB97M-V/def2-TZVPD) for a 4-piece molecular cluster, CH12N3O3 overall in a non-equilibrium geometry.

As for the LUMO energy: -2.91 eV. As for the gap between HOMO and LUMO: 11.516 eV. Its molar mass is 114.1 g mol⁻¹. The relative energy (zero: lowest compared OMol25 entry of this formula, charge and spin) is 52.9 kJ/mol. Its charge is +1. The calculated total energy comes out at -11839.59434 eV. The largest force on an atom is 1.701 eV Å⁻¹. Its multiplicity is 1.

Positions of all 19 atoms, in Å:
N  0.078193  1.691447  1.936298
C  -0.425293  0.716513  1.193142
N  -1.605148  0.884094  0.574958
N  0.338011  -0.330025  0.860012
H  -0.403226  2.550480  2.150595
H  0.905091  1.473902  2.471796
H  -1.983673  0.079355  0.098979
H  -2.281375  1.587382  0.843350
H  -0.145842  -1.000533  0.272603
H  1.310436  -0.171796  0.594529
H  -0.631625  -3.305927  0.337234
H  -1.652606  -3.154405  -0.842609
O  -1.005510  -2.692265  -0.303524
H  -0.532865  0.492514  -2.158689
H  -0.735163  0.380275  -3.739533
O  -0.481726  0.947979  -3.005930
H  3.551824  -1.028080  -0.235950
H  2.980021  -0.348697  -1.411063
O  2.815016  -0.436920  -0.458061

Forces on the atoms, in the same order (eV/Å):
0.30 -0.26 0.54
0.23 1.00 -1.36
-0.31 -0.44 0.50
-0.73 0.04 0.17
-0.08 -0.15 -0.11
-0.01 0.20 -0.04
-0.05 0.08 -0.12
0.25 -0.14 0.17
0.23 -0.33 -0.02
0.12 -0.11 0.20
-0.22 -0.24 -0.16
0.06 -0.25 0.10
0.13 0.59 0.09
-0.12 -0.31 -0.56
-0.05 -0.29 0.37
0.20 0.58 0.20
-0.27 0.14 0.46
-0.48 0.37 0.18
0.81 -0.47 -0.60

Entry 4:
Density functional theory data (ωB97M-V/def2-TZVPD) for a 4-piece molecular cluster, CH12N3O3 overall in a non-equilibrium geometry.

As for the LUMO energy: -3.16 eV. As for the gap between HOMO and LUMO: 11.191 eV. Its molar mass is 114.1 g mol⁻¹. The relative energy (zero: lowest compared OMol25 entry of this formula, charge and spin) is 300.6 kJ/mol. Its charge is +1. The calculated total energy comes out at -11837.02654 eV. The largest force on an atom is 8.099 eV Å⁻¹. Its multiplicity is 1.

Positions of all 19 atoms, in Å:
N  0.746778  -2.553265  -1.206576
C  0.565131  -1.277147  -0.730423
N  1.375232  -0.209358  -0.889984
N  -0.534139  -1.096915  0.011044
H  0.637078  -2.653722  -2.210620
H  1.597304  -3.030069  -0.808789
H  1.560201  0.442573  -0.119263
H  2.157272  -0.386437  -1.359907
H  -0.767453  -0.132527  0.585157
H  -1.332180  -1.739453  0.141805
H  0.153475  2.633538  1.211390
H  -1.302414  2.533354  0.326000
O  -0.400671  2.302969  0.403083
H  -3.131590  -0.012052  -1.055884
H  -3.062547  0.677919  0.278997
O  -2.905569  -0.027931  -0.172935
H  1.789372  2.213608  1.585425
H  1.438550  1.047066  2.504861
O  1.416163  1.267847  1.506623

Forces on the atoms, in the same order (eV/Å):
1.24 -0.96 -0.32
-2.09 1.77 2.45
-2.83 -0.53 2.24
-0.25 2.75 1.94
0.25 -0.16 0.14
-1.19 0.79 -0.89
-0.98 0.01 -0.14
3.89 -1.01 -2.60
1.22 -2.82 -2.58
1.29 0.01 -0.50
-3.03 -0.71 -2.34
-1.21 1.22 0.54
2.66 -0.14 1.07
-1.00 0.64 -2.65
-2.03 6.90 3.72
2.46 -7.35 -1.02
-0.27 -2.09 -0.59
-0.02 -0.06 -2.27
1.89 1.74 3.80

Entry 5:
Density functional theory data (ωB97M-V/def2-TZVPD) for a 5-piece molecular cluster, CH12NO5 overall in a non-equilibrium geometry.

As for the LUMO energy: 3.90 eV. As for the gap between HOMO and LUMO: 9.184 eV. Its molar mass is 118.1 g mol⁻¹. The relative energy (zero: lowest compared OMol25 entry of this formula, charge and spin) is 30.6 kJ/mol. Its charge is -1. The calculated total energy comes out at -12960.64716 eV. The largest force on an atom is 2.195 eV Å⁻¹. Its multiplicity is 1.

Positions of all 19 atoms, in Å:
N  -0.351950  1.146312  -0.080713
C  0.424985  1.414695  -1.299312
O  -0.104049  0.633514  -2.463407
H  -1.306140  1.504817  -0.099325
H  -0.153887  0.253181  0.370961
H  1.538624  1.174602  -1.164961
H  0.225366  2.419707  -1.726866
H  -0.198862  -0.252561  -2.082442
H  -1.348590  -2.087995  -2.144051
O  -0.366964  -1.992843  -2.151465
H  -0.110064  -1.900858  -1.196712
H  1.673096  -1.452948  0.208234
O  0.710840  -1.676334  0.355180
H  0.319345  -1.403285  1.711885
H  -1.096824  -0.780799  2.337805
O  -0.192221  -1.054061  2.622347
H  0.134803  1.062681  2.872198
H  -0.107777  1.918936  1.611134
O  -0.004526  1.968745  2.595220

Forces on the atoms, in the same order (eV/Å):
1.08 1.42 -0.94
-1.15 -1.07 -1.19
0.90 1.13 1.65
0.45 -0.66 -0.17
-0.18 -0.21 -0.40
-1.68 0.43 0.06
0.59 -0.20 1.05
0.00 -0.43 -0.73
1.18 0.07 0.02
-1.48 -0.36 0.07
0.51 -0.34 0.50
-1.63 -0.43 0.24
1.41 0.52 -0.38
-0.88 0.48 0.47
1.16 -0.48 0.24
-0.42 0.12 -0.74
0.04 -0.73 -0.06
0.33 -0.18 0.81
-0.23 0.92 -0.48